DFT (ωB97M-V with the def2-TZVPD basis set) results for a cluster of 4 separate species, C25H61ClIN5O2P in total in a non-equilibrium geometry.

Properties
M (Da): 657.13
LUMO energy (eV): -5.0
HOMO-LUMO gap (hartree): 0.165
Charge: +1
HOMO (eV): -9.51
Strongest force on any atom (eV Å⁻¹): 1.5

XYZ file:
```
96
Properties=species:S:1:pos:R:3:forces:R:3
C -3.29214 -3.44845 1.46720 0.560 0.238 0.485
C -2.83401 -2.18428 2.19886 -0.458 -0.483 -0.542
N -2.30063 -1.16239 1.28663 0.246 -0.316 0.697
C -0.95788 -0.72184 1.51884 0.296 0.693 -0.705
C 0.14529 -1.64706 0.93420 -0.529 0.060 0.423
N 0.59024 -2.57577 2.01807 0.025 0.157 -0.157
I 1.58725 -4.24479 1.24800 -0.017 -0.266 -0.026
C 1.29219 -1.83555 3.13966 -0.069 -0.216 -0.500
C 1.08496 -2.57978 4.43638 -0.115 -0.037 -0.320
P 3.08029 -1.38513 2.91413 0.837 0.785 1.003
O 3.22365 -1.28252 1.29742 0.266 -0.043 0.026
Cl 4.24180 -3.01863 3.42651 -0.508 -0.067 -0.178
C 0.59365 -0.44958 3.23816 0.371 0.264 -0.301
O -0.75524 -0.51126 2.89389 -0.423 -0.559 0.307
H -3.67901 -3.23477 0.47970 -0.288 0.014 -0.160
H -2.47149 -4.15513 1.38071 0.153 -0.190 -0.281
H -4.03970 -3.92114 2.08441 -0.405 -0.314 -0.082
H -2.12960 -2.49170 2.96787 0.231 0.248 0.201
H -3.68929 -1.78967 2.72744 -0.136 0.367 0.210
H -2.38781 -1.47803 0.33086 -0.133 0.214 -0.107
H -0.82607 0.23872 1.01284 -0.008 0.113 -0.231
H 0.97973 -1.09181 0.53418 0.369 -0.044 0.081
H -0.30318 -2.24282 0.15761 -0.003 -0.233 -0.360
H -0.27007 -2.95465 2.42328 0.036 -0.095 0.026
H 0.05518 -2.44388 4.74467 -0.300 -0.015 0.191
H 1.72602 -2.13367 5.18373 0.166 -0.097 0.361
H 1.29121 -3.63753 4.33656 0.246 -0.243 0.114
H 4.03521 -0.75914 1.14941 -0.404 -0.195 -0.347
H 0.65717 -0.13448 4.26676 -0.022 0.154 0.341
H 1.11836 0.30357 2.64522 0.050 0.120 -0.218
C -2.11448 2.96151 -2.21759 -0.035 0.008 0.021
C -0.97392 2.21560 -1.54367 -0.106 0.102 0.053
N 0.22863 2.14405 -2.35188 0.069 -0.125 0.037
C 1.21391 1.22318 -1.82763 0.019 -0.158 -0.002
C 1.85409 1.54285 -0.46844 0.070 -0.115 0.043
C 0.74394 3.41694 -2.83275 -0.025 0.254 -0.137
C 1.11743 4.47751 -1.78885 0.086 0.008 -0.051
H -2.35123 2.51918 -3.18530 0.047 0.013 -0.026
H -3.00646 2.91076 -1.59252 0.003 -0.008 0.005
H -1.88400 4.01610 -2.36559 0.002 0.004 0.001
H -1.30757 1.18795 -1.35775 0.090 -0.042 0.006
H -0.79423 2.66833 -0.55359 -0.027 -0.006 0.003
H 2.00603 1.09893 -2.57002 0.000 0.082 -0.026
H 0.73151 0.23961 -1.75696 -0.081 0.016 0.004
H 2.59894 2.33285 -0.54176 -0.058 0.065 0.041
H 2.36699 0.65406 -0.08895 0.013 0.021 -0.049
H 1.11213 1.83471 0.27885 -0.005 0.066 -0.031
H 0.00271 3.84659 -3.50872 -0.064 -0.053 0.044
H 1.60988 3.21500 -3.46718 0.026 -0.107 0.054
H 0.37329 4.55777 -0.99497 -0.020 -0.011 -0.008
H 1.18665 5.45542 -2.26779 0.001 -0.004 -0.009
H 2.08725 4.27860 -1.33379 -0.027 0.002 0.084
C 2.57111 7.86691 0.62880 -0.022 -0.004 -0.023
C 3.93945 8.45704 0.32109 -0.140 0.004 -0.068
N 5.04026 7.59829 0.71745 0.079 0.007 0.049
C 6.33337 8.26041 0.66586 0.137 0.130 0.089
C 6.86316 8.71423 -0.69993 0.081 -0.027 0.016
C 4.99815 6.24804 0.19186 -0.127 -0.218 -0.017
C 4.97013 6.06444 -1.33242 0.046 -0.132 0.019
H 2.48071 7.62372 1.68833 0.034 -0.036 0.001
H 1.79538 8.59143 0.37903 0.003 0.012 0.005
H 2.37034 6.96523 0.04735 -0.005 0.002 0.001
H 4.03548 9.39355 0.87585 0.107 0.010 -0.016
H 3.97470 8.72588 -0.74656 -0.020 0.013 0.005
H 7.07276 7.60417 1.13283 -0.043 -0.072 -0.018
H 6.27342 9.13707 1.31750 -0.091 0.006 -0.015
H 7.23632 7.87981 -1.29230 -0.061 -0.011 -0.039
H 7.69888 9.40151 -0.55759 -0.004 0.001 0.020
H 6.10657 9.24126 -1.28139 -0.022 -0.006 0.003
H 4.11577 5.75371 0.60872 -0.034 0.064 -0.002
H 5.84593 5.69495 0.60458 0.077 0.104 0.003
H 4.28968 6.76381 -1.81948 -0.009 0.015 0.017
H 4.62532 5.05476 -1.57067 0.000 0.004 -0.011
H 5.95654 6.17663 -1.77835 -0.015 0.096 -0.036
C -6.07763 -8.68671 -3.26572 -0.004 -0.026 0.002
C -4.90664 -7.98510 -2.59585 -0.030 -0.143 -0.071
N -5.31268 -6.93607 -1.67682 0.043 0.097 0.056
C -4.21411 -6.09959 -1.24248 0.145 0.148 -0.056
C -3.10344 -6.74243 -0.39700 0.045 0.143 0.091
C -6.25571 -7.33309 -0.64412 -0.207 -0.092 0.070
C -5.84558 -8.45916 0.31550 -0.041 0.060 0.057
H -6.71426 -7.97163 -3.78721 -0.018 0.025 0.039
H -5.70428 -9.40495 -3.99580 0.010 0.003 -0.008
H -6.68946 -9.23974 -2.55287 -0.003 -0.005 -0.003
H -4.29871 -7.52188 -3.37785 0.056 0.066 0.071
H -4.26817 -8.74416 -2.11635 -0.003 -0.009 -0.014
H -4.62533 -5.24556 -0.69528 -0.093 -0.062 0.038
H -3.75353 -5.67128 -2.13923 -0.021 -0.090 -0.053
H -3.42077 -6.91059 0.63165 -0.022 -0.091 -0.011
H -2.23664 -6.07487 -0.35884 -0.010 0.001 -0.040
H -2.76250 -7.68906 -0.81464 -0.027 -0.021 -0.011
H -7.18559 -7.62583 -1.13494 0.040 -0.019 -0.062
H -6.51742 -6.44404 -0.06439 0.095 0.053 -0.023
H -5.36576 -9.28879 -0.20474 -0.003 0.003 -0.028
H -6.73122 -8.85712 0.81346 -0.007 0.006 -0.008
H -5.17158 -8.10959 1.09653 0.072 -0.035 -0.029
```
Positions in Å, forces in eV/Å.